Entry 1:
The following is a DFT calculation (wB97M-V/def2-TZVPD) of a structure of composition C21H37MnN4O4.

The calculation puts the LUMO energy (alpha / beta) at -6.9 / -6.4 eV. Its maximum force is 0.16 eV/Å. As for the energy relative to the best compared isomer or geometry (same formula, charge and spin): 0.000 eV. For the HOMO energy (alpha / beta), the calculation gives -14.231 / -14.319 eV. The expectation value of S² is 6.05.

ORCA input file:
```
! wB97M-V def2-TZVPD RIJCOSX def2/J DEFGRID3
* xyz 2 5
Mn -0.3261 -0.1921 0.4501
C 1.2254 6.2084 -1.2821
O 2.4049 5.5469 -0.8060
C 2.3481 4.2804 -0.4537
C 3.5794 3.7165 -0.0254
C 3.6216 2.4173 0.3437
C 2.4591 1.5815 0.3283
C 2.5251 0.2320 0.6970
C 3.7804 -0.4749 1.0962
O 1.4971 -0.5473 0.7300
C 1.2273 2.1748 -0.0960
O 0.0886 1.5017 -0.1580
C 1.1906 3.5071 -0.4824
H 1.5378 7.2154 -1.5328
H 0.4663 6.2410 -0.5004
H 0.8405 5.7090 -2.1711
H 4.4572 4.3463 -0.0108
H 4.5671 2.0092 0.6665
H 4.6880 0.0977 0.9565
H 3.8490 -1.4009 0.5252
H 3.6951 -0.7563 2.1480
H 0.2429 3.9112 -0.8060
C -2.5868 1.0495 -1.1239
N -2.3772 0.2077 0.0804
C -3.2296 -0.9974 -0.0718
C -2.7994 0.9755 1.2894
C -2.2958 0.3160 2.5592
N -0.8189 0.2757 2.5688
C -0.3450 -0.7318 3.5346
C -0.2522 1.5887 2.9413
H -3.6440 1.3078 -1.2110
H -2.2924 0.4928 -2.0131
H -1.9890 1.9510 -1.0549
H -4.2633 -0.6828 -0.2282
H -3.1714 -1.6312 0.8062
H -2.9004 -1.5733 -0.9329
H -3.8885 1.0669 1.3000
H -2.3869 1.9800 1.1942
H -2.6506 -0.7126 2.6216
H -2.6778 0.8457 3.4378
H -0.6981 -0.4991 4.5431
H 0.7436 -0.7468 3.5378
H -0.7063 -1.7174 3.2483
H -0.5570 1.8595 3.9561
H -0.5719 2.3656 2.2515
H 0.8353 1.5309 2.9067
C 0.4339 -1.7998 -2.0257
N 0.5859 -2.9735 -1.1835
C 1.4446 -4.0330 -1.7314
C 1.8140 -5.0324 -0.6587
C 0.5633 -5.4400 0.0893
N -0.0874 -4.2478 0.6367
C -0.8626 -4.4411 1.8571
C -0.0646 -3.0867 -0.0141
O -0.7039 -2.0824 0.4813
H 0.5082 -2.1112 -3.0666
H 1.2039 -1.0473 -1.8377
H -0.5590 -1.3616 -1.9096
H 2.3384 -3.5569 -2.1367
H 0.9224 -4.5198 -2.5590
H 2.5289 -4.5932 0.0402
H 2.2852 -5.9017 -1.1135
H 0.8055 -6.0902 0.9281
H -0.1322 -5.9793 -0.5599
H -1.6020 -5.2258 1.6942
H -1.3768 -3.5260 2.1227
H -0.2049 -4.7440 2.6715
*
```

=====

Entry 2:
The following is a DFT calculation (wB97M-V/def2-TZVPD) of a structure of composition C21H37MnN5O3S.

The calculation puts the LUMO energy (alpha / beta) at 0.2 / 0.2 eV. Its maximum force is 0.46 eV/Å. For the HOMO energy (alpha / beta), the calculation gives -6.037 / -5.974 eV. The expectation value of S² is 0.76.

ORCA input file:
```
! wB97M-V def2-TZVPD RIJCOSX def2/J DEFGRID3
* xyz 0 2
Mn -1.0923 -1.3386 1.2529
C -0.2136 -3.9897 -1.2530
N -1.3473 -3.3204 -1.8509
C -2.2750 -4.1454 -2.5219
C -3.4774 -3.5795 -2.4874
N -3.3748 -2.3431 -1.8181
C -2.1342 -2.3803 -1.0591
S -2.4543 -3.0242 0.7276
H 0.2981 -4.5640 -2.0273
H -0.5081 -4.6598 -0.4375
H 0.4884 -3.2579 -0.8574
H -1.9542 -5.0416 -3.0265
H -4.3909 -3.8886 -2.9660
H -4.1618 -2.0823 -1.2426
N -1.0990 -1.8136 3.4087
H -0.6437 -2.6996 3.6032
H -2.0704 -1.9365 3.6734
H -0.6942 -1.1166 4.0251
C 1.6429 2.6200 -1.7497
C 2.7739 1.6272 -1.5218
N 3.5932 1.9634 -0.3609
C 4.3883 3.1894 -0.4381
C 3.8839 4.2766 0.4989
C 3.8469 1.1431 0.6863
O 4.6964 1.3963 1.5289
C 3.0395 -0.1174 0.8464
C 3.7068 -1.3121 1.0740
C 2.9629 -2.4500 1.3310
C 1.5848 -2.3462 1.3990
N 0.9310 -1.1925 1.1929
C 1.6557 -0.1052 0.9074
H 1.0525 2.3235 -2.6168
H 2.0285 3.6246 -1.9296
H 0.9816 2.6610 -0.8831
H 3.4240 1.6041 -2.4020
H 2.3736 0.6239 -1.3969
H 4.3555 3.5276 -1.4744
H 5.4216 2.9426 -0.1927
H 2.8523 4.5459 0.2682
H 4.5015 5.1704 0.4051
H 3.9355 3.9315 1.5308
H 4.7882 -1.3338 1.0616
H 3.4352 -3.4078 1.4975
H 0.9636 -3.2089 1.6111
H 1.1040 0.8091 0.7271
C -2.8246 0.6114 -2.0183
O -2.5171 0.0099 -0.7742
C -1.4748 -1.0212 -0.7386
C -0.3514 -0.6629 -1.7073
H -2.0658 1.3501 -2.3086
H -3.7774 1.1320 -1.8979
H -2.9355 -0.1202 -2.8182
H -0.6317 -0.7035 -2.7654
H 0.5018 -1.3321 -1.5825
H 0.0026 0.3512 -1.4930
C -3.5780 1.8912 1.5508
C -2.3761 2.8348 1.5287
C -1.2286 1.8785 1.2548
O -1.5784 0.6587 1.9352
C -3.0071 0.6472 2.2110
H -3.8901 1.6517 0.5370
H -4.4243 2.2919 2.1069
H -2.2460 3.3156 2.5005
H -2.4500 3.6103 0.7675
H -0.2810 2.2286 1.6688
H -1.1372 1.6580 0.1906
H -3.1243 0.6722 3.2982
H -3.4242 -0.2776 1.8105
*
```

=====

Entry 3:
The following is a DFT calculation (wB97M-V/def2-TZVPD) of a structure of composition C21H38AgN2O11 at a distorted geometry.

The calculation puts the LUMO energy at 8.7 eV. Its maximum force is 8.57 eV/Å. As for the energy relative to the best compared isomer or geometry (same formula, charge and spin): 4.119 eV. For the HOMO energy, the calculation gives 7.682 eV.

ORCA input file:
```
! wB97M-V def2-TZVPD RIJCOSX def2/J DEFGRID3
* xyz -5 1
Ag 1.1156 -0.0642 0.6309
C 4.3702 1.2294 1.2189
O 5.5014 0.9181 1.6562
O 3.9007 2.3242 1.6262
O 3.8076 0.8368 0.1398
C 0.6469 3.2205 -0.2654
O -0.0686 3.6744 0.6958
O 1.1768 2.0581 -0.4279
O 1.5915 4.1258 -0.4601
C 1.6443 0.2839 3.4332
O 1.5688 -0.8559 2.9477
O 2.4603 0.6384 4.3542
O 1.2856 1.2779 2.7119
C -5.1427 3.4825 2.2070
C -3.7673 3.1776 2.7671
C -4.1165 2.4468 4.1460
C -4.8096 1.0797 3.9467
C -3.8328 0.2120 3.1713
C -3.4101 0.8328 1.8280
N -3.1180 2.2567 1.8341
O -2.9308 2.9003 0.5882
C -2.1092 0.1709 1.4182
C -4.4338 0.5165 0.6922
C -2.9971 4.4759 2.9621
H -5.0886 4.2295 1.4119
H -5.6565 4.1005 2.9522
H -5.7875 2.6409 1.9724
H -3.2434 2.1540 4.7353
H -4.7333 3.0396 4.8236
H -5.7988 1.1922 3.4994
H -5.0497 0.6613 4.9273
H -4.0870 -0.8354 2.9919
H -2.9296 0.0316 3.7611
H -1.3844 0.4672 2.1771
H -2.1783 -0.8970 1.1999
H -1.8618 0.6216 0.4553
H -5.0205 -0.4041 0.7503
H -5.1637 1.2763 0.4074
H -3.8742 0.4162 -0.2406
H -2.4347 4.7395 2.0683
H -2.2867 4.4214 3.7882
H -3.7661 5.2096 3.2134
H -1.9842 3.1292 0.4957
C 2.2868 -4.3155 -1.5097
C 3.4064 -3.4492 -2.2587
C 3.7899 -4.0312 -3.6028
C 2.8161 -3.6406 -4.7612
C 2.8170 -2.1258 -4.7513
C 2.2321 -1.5087 -3.4578
N 3.1249 -1.9825 -2.3584
O 2.8454 -1.3295 -1.1828
C 2.4241 0.0220 -3.5827
C 0.7152 -1.7682 -3.3683
C 4.6317 -3.5558 -1.2740
H 1.4367 -4.2955 -2.1911
H 2.6432 -5.3381 -1.3732
H 2.1111 -3.9368 -0.5037
H 4.7909 -3.6890 -3.8635
H 3.7499 -5.1203 -3.5492
H 3.4211 -3.9607 -5.6096
H 1.7563 -3.8839 -4.7928
H 2.1709 -1.7193 -5.5373
H 3.7775 -1.6724 -5.0033
H 2.0296 0.5616 -2.7184
H 1.8260 0.2926 -4.4548
H 3.4759 0.3085 -3.5688
H 0.5098 -2.8395 -3.3082
H 0.2072 -1.4641 -4.2836
H 0.3733 -1.3377 -2.4269
H 5.1304 -4.5262 -1.2011
H 5.4511 -2.9282 -1.6354
H 4.3942 -3.2665 -0.2507
H 3.6509 -0.9126 -0.8332
*
```

=====

Entry 4:
The following is a DFT calculation (wB97M-V/def2-TZVPD) of a cluster of 3 separate species, C21H38BN2O4 in total at a distorted geometry.

The calculation puts the LUMO energy at 2.6 eV. Its maximum force is 4.06 eV/Å. For the HOMO energy, the calculation gives -4.150 eV.

ORCA input file:
```
! wB97M-V def2-TZVPD RIJCOSX def2/J DEFGRID3
* xyz -1 1
C -0.4005 0.2167 1.0357
C 0.7394 -0.6230 1.0553
B 2.0900 -0.1098 0.2746
O 3.0658 -1.2432 0.1909
C 2.9309 -1.7431 -1.1732
C 4.0942 -2.6933 -1.6994
C 3.9672 -4.0949 -0.8817
O 3.3807 -5.0543 -1.8053
C 3.4945 -6.3771 -1.3296
C 2.2413 -7.3832 -1.3838
O 4.5615 -6.8661 -0.8838
C 2.6675 -0.3415 -1.9098
C 2.5872 -0.2615 -3.5004
C 2.0210 1.1580 -3.9548
C 0.4292 1.3079 -3.9211
C -0.1173 2.2911 -2.7672
C -0.3907 -0.0558 -3.8133
O 1.6550 0.2880 -1.1092
H -0.3622 1.1028 0.3078
H -1.3192 0.0790 1.7294
H 0.6863 -1.6107 1.6441
H 2.6181 0.8768 0.7268
H 1.9585 -2.3437 -1.1597
H 4.0317 -2.9404 -2.8062
H 5.1472 -2.3076 -1.4469
H 3.3121 -3.8652 0.0290
H 5.0033 -4.4132 -0.4986
H 1.4486 -7.1390 -0.6007
H 1.8202 -7.3884 -2.4524
H 2.6284 -8.4328 -1.1790
H 3.6093 0.2909 -1.6699
H 3.6769 -0.3129 -3.8767
H 2.0708 -1.1608 -3.9941
H 2.4386 1.9257 -3.2017
H 2.4754 1.4738 -4.9655
H 0.1238 1.7913 -4.9225
H 0.6971 2.8694 -2.2298
H -0.7753 1.6627 -2.0867
H -0.8142 3.0616 -3.2662
H -0.1940 -0.6632 -2.8748
H -0.1344 -0.7301 -4.7127
H -1.5009 0.2144 -3.9533
C -4.3461 -1.1478 5.5803
C -5.0246 -0.6487 4.3103
C -4.0353 -0.3145 3.1929
C -3.1474 0.7937 3.5522
N -2.4480 1.6592 3.8464
H -3.6907 -0.3861 6.0095
H -5.0957 -1.4025 6.3335
H -3.7492 -2.0413 5.3796
H -5.6344 0.2286 4.5483
H -5.7086 -1.4244 3.9514
H -4.5937 -0.0443 2.2922
H -3.4406 -1.1986 2.9438
C -3.3277 6.3409 2.0550
C -2.2288 5.5197 2.7190
C -1.1432 5.0682 1.7415
C -1.6634 4.1593 0.7175
N -2.0764 3.4507 -0.0882
H -3.8606 5.7589 1.2991
H -4.0589 6.6649 2.7998
H -2.9146 7.2323 1.5747
H -2.6755 4.6511 3.2122
H -1.7637 6.1267 3.5023
H -0.3519 4.5589 2.2991
H -0.6843 5.9396 1.2642
*
```

=====

Question: What is the formula in the third record?
Answer: C21H38AgN2O11

=====

Question: Among the records above, which one has the lowest maximum force?
Answer: C21H37MnN4O4

=====

What did the second record say?
The following is a DFT calculation (wB97M-V/def2-TZVPD) of a structure of composition C21H37MnN5O3S.

The calculation puts the LUMO energy (alpha / beta) at 0.2 / 0.2 eV. Its maximum force is 0.46 eV/Å. For the HOMO energy (alpha / beta), the calculation gives -6.037 / -5.974 eV. The expectation value of S² is 0.76.

ORCA input file:
```
! wB97M-V def2-TZVPD RIJCOSX def2/J DEFGRID3
* xyz 0 2
Mn -1.0923 -1.3386 1.2529
C -0.2136 -3.9897 -1.2530
N -1.3473 -3.3204 -1.8509
C -2.2750 -4.1454 -2.5219
C -3.4774 -3.5795 -2.4874
N -3.3748 -2.3431 -1.8181
C -2.1342 -2.3803 -1.0591
S -2.4543 -3.0242 0.7276
H 0.2981 -4.5640 -2.0273
H -0.5081 -4.6598 -0.4375
H 0.4884 -3.2579 -0.8574
H -1.9542 -5.0416 -3.0265
H -4.3909 -3.8886 -2.9660
H -4.1618 -2.0823 -1.2426
N -1.0990 -1.8136 3.4087
H -0.6437 -2.6996 3.6032
H -2.0704 -1.9365 3.6734
H -0.6942 -1.1166 4.0251
C 1.6429 2.6200 -1.7497
C 2.7739 1.6272 -1.5218
N 3.5932 1.9634 -0.3609
C 4.3883 3.1894 -0.4381
C 3.8839 4.2766 0.4989
C 3.8469 1.1431 0.6863
O 4.6964 1.3963 1.5289
C 3.0395 -0.1174 0.8464
C 3.7068 -1.3121 1.0740
C 2.9629 -2.4500 1.3310
C 1.5848 -2.3462 1.3990
N 0.9310 -1.1925 1.1929
C 1.6557 -0.1052 0.9074
H 1.0525 2.3235 -2.6168
H 2.0285 3.6246 -1.9296
H 0.9816 2.6610 -0.8831
H 3.4240 1.6041 -2.4020
H 2.3736 0.6239 -1.3969
H 4.3555 3.5276 -1.4744
H 5.4216 2.9426 -0.1927
H 2.8523 4.5459 0.2682
H 4.5015 5.1704 0.4051
H 3.9355 3.9315 1.5308
H 4.7882 -1.3338 1.0616
H 3.4352 -3.4078 1.4975
H 0.9636 -3.2089 1.6111
H 1.1040 0.8091 0.7271
C -2.8246 0.6114 -2.0183
O -2.5171 0.0099 -0.7742
C -1.4748 -1.0212 -0.7386
C -0.3514 -0.6629 -1.7073
H -2.0658 1.3501 -2.3086
H -3.7774 1.1320 -1.8979
H -2.9355 -0.1202 -2.8182
H -0.6317 -0.7035 -2.7654
H 0.5018 -1.3321 -1.5825
H 0.0026 0.3512 -1.4930
C -3.5780 1.8912 1.5508
C -2.3761 2.8348 1.5287
C -1.2286 1.8785 1.2548
O -1.5784 0.6587 1.9352
C -3.0071 0.6472 2.2110
H -3.8901 1.6517 0.5370
H -4.4243 2.2919 2.1069
H -2.2460 3.3156 2.5005
H -2.4500 3.6103 0.7675
H -0.2810 2.2286 1.6688
H -1.1372 1.6580 0.1906
H -3.1243 0.6722 3.2982
H -3.4242 -0.2776 1.8105
*
```